The following is a DFT calculation (wB97M-V/def2-TZVPD) of a structure of composition C45H59NO4P3PdSSi.

Charge: +1
Multiplicity: 5
LUMO energy (spin up / spin down), eV: -2.4 / -4.3
Largest force on an atom, eV/A: 0.5
HOMO energy (spin up / spin down), Ha: -0.30111 / -0.36596
Total energy, Ha: -3945.15242
Relative energy (zero: lowest compared OMol25 entry of this formula, charge and spin), kcal per mole: 55.25
<S²>: 6.09

XYZ file:
```
115
Properties=species:S:1:pos:R:3:mulliken_spin:R:1
Pd 0.0619 -0.3422 0.0507 0.9944
C 0.4649 -2.3761 4.5717 0.0236
C 0.3990 -2.0881 3.0679 0.0294
C -0.5900 -3.0588 2.4058 -0.0065
P -0.0454 -0.3940 2.4684 0.0005
C 0.9208 0.9608 3.3185 0.0611
C 2.2113 0.4697 3.9819 0.0116
C 0.1301 1.8764 4.2497 0.0444
C -1.7792 -0.1330 2.9863 0.0419
C -2.1559 -0.3048 4.3196 0.0001
C -3.4357 0.0147 4.7383 0.0029
C -4.3459 0.5431 3.8315 -0.0031
C -3.9787 0.7093 2.5073 -0.0370
C -2.7037 0.3558 2.0545 0.0554
Si -2.1502 0.4154 0.2533 0.1114
C -3.3681 -0.3888 -0.9252 0.0407
C -4.6444 -0.7553 -0.4860 0.0108
C -5.4723 -1.5643 -1.2465 -0.0066
C -5.0299 -2.0392 -2.4719 0.0180
C -3.7625 -1.6966 -2.9158 -0.0215
C -2.9196 -0.8829 -2.1606 -0.0101
P -1.2635 -0.4273 -2.8427 0.0638
C -1.8518 0.1540 -4.5247 0.0342
C -0.6814 0.7030 -5.3529 0.0223
C -2.9870 1.1720 -4.4692 0.0062
C -0.4230 -2.0832 -3.1646 0.0574
C -1.0059 -3.2017 -2.2944 0.0166
C -0.3350 -2.5506 -4.6158 0.0007
C -1.6453 2.3405 0.0266 0.1681
C -2.5880 3.1648 0.8317 0.2668
C -2.3198 4.1273 1.7578 -0.0628
C -1.0965 4.7727 2.0379 0.3849
C 0.1313 4.5413 1.3976 -0.0673
C 0.4437 3.4348 0.6674 0.2788
P 1.7982 3.3263 -0.4900 0.0935
C 3.2921 2.4586 0.1096 0.0398
C 3.2251 0.9293 0.0718 0.0180
C 3.6604 2.9333 1.5224 0.0177
C 2.3355 4.9648 -1.1233 0.0102
C 1.1655 5.9089 -1.4774 0.0204
C 3.3761 5.6801 -0.2553 0.0006
H 1.0835 -3.2594 4.7372 -0.0014
H -0.5259 -2.6064 4.9633 -0.0010
H 0.8846 -1.5651 5.1610 -0.0006
H 1.3860 -2.2627 2.6284 0.0084
H -1.5681 -2.9864 2.8853 0.0000
H -0.2267 -4.0805 2.5170 -0.0011
H -0.7155 -2.8662 1.3402 0.0004
H 1.2073 1.5767 2.4619 0.0117
H 2.0298 0.1518 5.0069 0.0007
H 2.9388 1.2821 4.0342 0.0023
H 2.6778 -0.3604 3.4478 -0.0032
H -0.1183 1.3774 5.1875 0.0004
H -0.7970 2.2257 3.7940 -0.0021
H 0.7418 2.7496 4.4919 -0.0004
H -1.4437 -0.6741 5.0440 -0.0032
H -3.7181 -0.1320 5.7726 0.0005
H -5.3398 0.8214 4.1571 -0.0003
H -4.7034 1.1291 1.8195 0.0105
H -5.0044 -0.4299 0.4795 0.0058
H -6.4538 -1.8305 -0.8762 0.0003
H -5.6623 -2.6775 -3.0750 0.0007
H -3.4244 -2.0751 -3.8730 0.0008
H -2.2259 -0.7390 -5.0314 -0.0018
H -0.6118 1.7817 -5.2178 0.0063
H -0.8415 0.5162 -6.4167 -0.0025
H 0.2827 0.2707 -5.0798 -0.0007
H -2.6857 2.0819 -3.9490 0.0028
H -3.8735 0.7809 -3.9736 0.0008
H -3.2676 1.4465 -5.4893 0.0011
H 0.5913 -1.9081 -2.7983 0.0151
H -1.9284 -3.5971 -2.7201 -0.0015
H -1.2209 -2.8681 -1.2779 0.0056
H -0.2862 -4.0195 -2.2279 0.0006
H -1.3228 -2.7510 -5.0368 -0.0003
H 0.2185 -3.4914 -4.6452 -0.0005
H 0.1777 -1.8481 -5.2696 0.0014
H -3.6315 2.9447 0.6404 0.0171
H -3.1807 4.5266 2.2814 0.0141
H -1.1381 5.6161 2.7151 -0.0202
H 0.8829 5.3206 1.4668 0.0282
H 4.0563 2.8093 -0.5951 0.0031
H 4.0980 0.5390 0.5974 0.0010
H 3.2237 0.5162 -0.9356 -0.0010
H 2.3484 0.5339 0.5948 -0.0054
H 3.5395 4.0024 1.6802 0.0017
H 4.7019 2.6778 1.7196 0.0001
H 3.0478 2.4167 2.2566 -0.0146
H 2.8494 4.6633 -2.0436 0.0049
H 0.1962 5.5422 -1.1454 -0.0046
H 1.1052 6.0659 -2.5520 -0.0090
H 1.3270 6.8793 -1.0085 -0.0009
H 2.9682 5.9804 0.7110 0.0001
H 3.6757 6.5893 -0.7766 -0.0009
H 4.2744 5.0887 -0.0886 0.0008
S 1.9373 -4.6527 0.0923 0.1131
C 1.5189 -3.1218 -0.0930 0.0340
N 1.2302 -1.9838 -0.2339 0.0364
O -2.6598 3.2020 -1.8928 0.1481
C -1.5984 2.8556 -1.3985 0.0268
O -0.3139 2.2933 0.6383 0.1154
C -0.3492 3.0019 -2.1800 0.3184
C 0.9907 2.3718 -1.8539 -0.0724
C 1.9530 2.2510 -3.0020 0.2039
C 1.7260 2.9916 -4.0884 -0.0151
O 2.4689 3.1013 -5.2147 -0.0085
C 1.7364 3.9166 -6.1281 0.0004
O 0.6013 4.4304 -5.4240 0.0750
C 0.5533 3.7946 -4.2382 0.3036
C -0.4835 3.7557 -3.3455 -0.1245
H 0.8340 1.3714 -1.4263 0.0260
H 2.8046 1.5893 -2.9227 -0.0152
H 1.3895 3.3092 -6.9642 0.0024
H 2.3602 4.7450 -6.4561 0.0025
H -1.4257 4.2436 -3.5558 0.0282
```

=====

The following is a DFT calculation (wB97M-V/def2-TZVPD) of a structure of composition C45H60N5O2Se2SiZr at a distorted geometry.

Charge: +1
LUMO energy, eV: -3.5
Largest force on an atom, eV/A: 1.7
HOMO energy, Ha: -0.37746
Total energy, Ha: -7314.49909
Relative energy (zero: lowest compared OMol25 entry of this formula, charge and spin), kcal per mole: 7.67

XYZ file:
```
116
Properties=species:S:1:pos:R:3:mulliken_charge:R:1
Zr -0.7875 0.7210 1.4430 -0.3339
C 4.0878 -4.7749 -0.9670 -1.6342
C 4.4561 -3.9618 0.2821 1.9991
C 4.2453 -4.8288 1.5302 -1.6956
C 5.9348 -3.5850 0.1941 -2.0715
C 3.5512 -2.7328 0.3640 -0.0626
C 2.1663 -2.8890 0.4475 -1.1618
C 1.3531 -1.7789 0.5187 0.1645
Se -0.5574 -2.0118 0.4731 0.2426
C -0.8121 -1.3384 -1.3007 0.3172
C -0.4882 -2.1285 -2.3801 -0.8299
C -0.5137 -1.5866 -3.6627 -0.6155
C -0.8029 -0.2341 -3.7559 -0.3654
C -1.0988 0.6063 -2.6733 -0.2951
C -1.1977 0.0060 -1.4214 0.7826
O -1.6753 0.6232 -0.3003 -0.1865
C -1.3033 2.0979 -2.9615 2.6366
C -2.7265 2.3168 -3.4896 -1.8085
C -0.2850 2.5730 -4.0126 -1.8980
C -1.0876 2.9669 -1.7245 -0.8599
C -0.1877 -2.4640 -4.8719 2.1391
C -1.1865 -3.6275 -4.9346 -1.7077
C -0.2635 -1.6857 -6.1848 -2.1817
C 1.2319 -3.0266 -4.7227 -1.6485
C 1.8624 -0.4712 0.5145 0.5494
O 0.9714 0.5482 0.6513 0.2657
C 3.2293 -0.2798 0.3580 -0.0455
C 4.0280 -1.4328 0.3089 -0.2694
C 3.9420 1.0717 0.1665 2.2475
C 3.0223 2.2972 0.1673 -1.7995
C 4.9880 1.2625 1.2738 -1.5584
C 4.6502 1.0441 -1.1993 -1.7636
H 4.7432 -5.6438 -1.0575 0.4593
H 4.1945 -4.1697 -1.8700 0.3501
H 3.0585 -5.1375 -0.9228 0.3474
H 4.8929 -5.7074 1.4936 0.4478
H 3.2144 -5.1803 1.6081 0.3222
H 4.4825 -4.2687 2.4379 0.3583
H 6.5366 -4.4938 0.1452 0.4478
H 6.2625 -3.0173 1.0684 0.3953
H 6.1528 -2.9978 -0.7007 0.3869
H 1.7156 -3.8745 0.4461 0.5954
H -0.1921 -3.1582 -2.2135 0.5056
H -0.7850 0.2184 -4.7361 0.4431
H -2.8981 1.7659 -4.4169 0.3430
H -2.8999 3.3778 -3.6875 0.4671
H -3.4649 1.9796 -2.7576 0.2367
H -0.4148 2.1023 -4.9865 0.4418
H 0.7367 2.3811 -3.6765 0.3484
H -0.3979 3.6486 -4.1590 0.4916
H -1.8676 2.8361 -0.9806 -0.3454
H -1.0799 4.0161 -2.0284 0.6760
H -0.1287 2.7572 -1.2448 -0.4753
H -2.2109 -3.2576 -5.0171 0.3631
H -1.1261 -4.2569 -4.0442 0.3170
H -0.9787 -4.2564 -5.8033 0.4579
H -1.2585 -1.2675 -6.3532 0.4270
H -0.0424 -2.3576 -7.0159 0.4361
H 0.4639 -0.8712 -6.2170 0.4039
H 1.3349 -3.6347 -3.8211 0.3607
H 1.9660 -2.2191 -4.6702 0.3296
H 1.4787 -3.6588 -5.5790 0.4671
H 5.0934 -1.2866 0.2057 0.3627
H 2.4801 2.4206 1.1033 0.1629
H 2.2872 2.2567 -0.6366 0.0932
H 3.6408 3.1849 0.0160 0.5802
H 4.5152 1.2556 2.2590 0.1138
H 5.4947 2.2213 1.1435 0.5028
H 5.7493 0.4809 1.2633 0.3039
H 3.9273 0.8934 -2.0044 0.3167
H 5.3974 0.2522 -1.2651 0.2948
H 5.1577 1.9963 -1.3704 0.5084
N -5.4561 1.1013 1.5174 0.2014
C -4.1565 1.3886 1.5038 -1.3072
N -3.2265 0.5949 1.9359 0.2481
C -3.5863 -0.6230 2.4901 0.3823
N -2.7095 -1.3686 3.0827 -1.3325
N -1.4753 -0.7418 3.1061 0.6377
C -0.5960 -1.2780 3.8535 -0.6783
C 0.6787 -0.5585 4.0326 1.0305
C 1.6910 -1.0472 4.8304 -1.0314
C 2.7934 -0.2329 5.0610 -0.4553
C 2.8184 1.0305 4.5027 -1.0072
C 1.7656 1.4295 3.6883 -0.2576
N 0.7215 0.6475 3.4432 0.2113
C -4.9801 -1.0543 2.4185 0.4746
C -5.4070 -2.3182 2.8358 -0.3180
C -6.7418 -2.6491 2.7728 -0.8082
C -7.6737 -1.7185 2.3014 -0.4315
C -7.2723 -0.4675 1.8874 -0.8765
C -5.9191 -0.1474 1.9445 0.0732
H -6.1114 1.7825 1.1663 0.3067
H -3.8620 2.3421 1.0811 0.8642
H -0.7904 -2.2076 4.3800 0.4137
H 1.6101 -2.0313 5.2723 0.4996
H 3.6095 -0.5786 5.6814 0.4736
H 3.6413 1.7083 4.6813 0.5253
H 1.7455 2.4051 3.2191 0.5924
H -4.6701 -3.0177 3.2049 0.4914
H -7.0724 -3.6285 3.0900 0.4277
H -8.7228 -1.9805 2.2593 0.4122
H -7.9914 0.2536 1.5172 0.4155
C -3.8067 4.6658 3.2254 -1.0979
Si -2.3772 4.9673 2.0680 0.8283
C -2.9967 5.2616 0.3519 -1.0248
C -1.3490 6.3854 2.6430 -1.1880
Se -0.9979 3.1655 2.1944 -0.2929
H -4.0549 5.5857 3.7626 0.4329
H -3.5589 3.9027 3.9646 0.3160
H -4.7052 4.3563 2.6835 0.2794
H -3.6847 6.1139 0.3526 0.4586
H -3.5246 4.4001 -0.0597 0.3210
H -2.1663 5.4943 -0.3158 0.2156
H -1.9374 7.3083 2.6375 0.3766
H -0.4855 6.5195 1.9887 0.2898
H -0.9872 6.2125 3.6585 0.3117
```

=====

Q: Which of these has the lowest relative energy (zero: lowest compared OMol25 entry of this formula, charge and spin)?
A: C45H60N5O2Se2SiZr

=====

Q: Which of these has the highest relative energy (zero: lowest compared OMol25 entry of this formula, charge and spin)?
A: C45H59NO4P3PdSSi

=====

Q: Number 2 is which compound?
A: C45H60N5O2Se2SiZr

=====

Q: Among the records above, which one has the lowest relative energy (zero: lowest compared OMol25 entry of this formula, charge and spin)?
A: C45H60N5O2Se2SiZr